Record 1
61
Properties=species:S:1:pos:R:3 method="wB97M-V/def2-TZVPD" multiplicity=1 e_above_lowest_kcal_mol=81.64 total_energy_ev=-35323.1111 total_charge=+1 lumo_energy_ev=-3.73
O 1.0138 -0.2344 -4.7692
C 1.3832 0.9587 -5.5818
C 1.3262 0.3684 -6.9481
H 2.3752 1.2522 -5.2219
H 0.6061 1.7554 -5.5158
C 1.0941 -0.8697 -6.1037
H 2.2723 0.5215 -7.4516
H 0.4993 0.6991 -7.5432
C 2.3321 -1.6934 -6.3697
H 3.2102 -1.0449 -6.4037
H 2.2345 -2.1032 -7.3756
H 2.4360 -2.5267 -5.6846
C -0.1842 -1.6612 -6.3456
H -1.0774 -1.0353 -6.2920
H -0.2635 -2.4189 -5.5566
H -0.1541 -2.1732 -7.3173
Zr 0.7061 0.0151 -1.6599
C -0.9558 -0.0222 0.1972
C -1.4551 1.3248 0.4563
C -2.5690 1.5274 -0.3666
H -1.0891 1.9898 1.2389
C -2.7615 0.3691 -1.1641
C -1.7364 -0.5693 -0.8805
H -1.7121 -1.6160 -1.1977
H -0.4104 -0.6345 0.8867
H -3.2365 2.3949 -0.3711
H -3.6304 0.1920 -1.7769
C 1.6731 -1.8216 -0.3331
C 0.6529 -2.3804 -1.1616
C 0.9957 -2.1238 -2.5327
H -0.1816 -2.9715 -0.7936
C 2.2647 -1.4352 -2.5507
C 2.6995 -1.2926 -1.1878
H 3.6691 -0.9243 -0.8545
H 1.7200 -1.9142 0.7492
H 0.4549 -2.5041 -3.3990
H 2.8795 -1.2264 -3.4298
O -0.8586 1.5480 -3.2393
C -1.8581 1.1656 -4.2300
C -2.2893 2.4577 -4.9061
H -2.6503 0.5897 -3.7417
H -1.4145 0.5146 -4.9816
C -1.1882 3.4556 -4.4294
H -3.3175 2.7448 -4.6475
H -2.2545 2.3592 -6.0046
C -0.1460 2.7170 -3.5993
H -1.6784 4.1236 -3.7099
H -0.7695 4.0290 -5.2503
H 0.1872 3.2640 -2.7076
H 0.7421 2.4729 -4.2137
O 1.2249 -0.3340 2.4187
C 1.5242 0.6435 1.7654
C 1.9988 2.0233 2.2063
C 2.3501 2.7586 0.9241
C 1.8393 1.8151 -0.1337
O 1.7043 1.9241 -1.4290
N 1.4316 0.6677 0.3823
H 1.1626 2.5002 2.7354
H 2.8180 1.8616 2.9139
H 1.8478 3.7273 0.8646
H 3.4317 2.8833 0.8316


Record 2
104
Properties=species:S:1:pos:R:3 method="wB97M-V/def2-TZVPD" multiplicity=8 s2=16.08 e_above_lowest_kcal_mol=3.59 total_energy_ev=-164758.7044 total_charge=+1 lumo_energy_ev="-2.51 / -2.07"
Gd 2.0268 0.1159 -0.9402
C 2.5964 -0.3697 4.0215
C 3.7691 -1.1155 4.0943
C 4.6152 -1.0394 3.0252
C 4.1566 -0.6193 1.7752
N 2.9844 0.0404 1.6678
C 2.2449 0.2172 2.8104
C 4.9544 -0.8478 0.5536
C 6.2308 -1.4590 0.6181
C 7.0743 -1.5327 -0.4779
C 6.6631 -0.9257 -1.6589
C 5.3651 -0.3955 -1.8058
C 4.5488 -0.4198 -0.7013
H 2.0674 -0.2839 4.9307
H 4.0004 -1.7446 4.9591
H 5.6047 -1.3924 3.1389
H 1.3510 0.8634 2.7199
H 6.4849 -2.0197 1.5066
H 8.0021 -2.0470 -0.3653
H 7.2805 -0.9288 -2.5510
H 5.1016 0.0774 -2.7161
O 1.5780 2.1430 -0.1052
S 1.7057 2.9411 1.2828
C 0.7290 4.4569 0.8926
C 1.5954 5.7035 1.0086
C 3.0012 5.3299 0.5321
C 3.2925 3.8685 1.0362
H -0.1526 4.4634 1.5280
H 0.2818 4.3350 -0.1246
H 1.6234 5.9344 2.0637
H 1.0724 6.5441 0.4824
H 3.6842 6.0799 0.9180
H 3.1212 5.3187 -0.5885
H 3.7811 3.9575 2.0006
H 3.9283 3.3320 0.3317
C 2.7297 -3.9058 -0.1848
N 1.6406 -4.0737 -1.1757
C 1.4956 -5.4071 -1.8965
C 0.7401 -5.2497 -3.2376
C -0.5662 -4.4758 -2.9385
N -0.3911 -3.3036 -2.1080
C -1.5304 -2.3840 -2.0532
C 0.7476 -3.0714 -1.3844
O 1.0049 -1.8627 -0.9375
H 2.7600 -2.8079 0.0394
H 3.6559 -4.3244 -0.5514
H 2.5456 -4.4931 0.7348
H 1.0167 -6.2063 -1.2555
H 2.5355 -5.7415 -2.1488
H 0.5281 -6.2274 -3.6882
H 1.3817 -4.7468 -3.9547
H -1.3486 -5.1569 -2.5394
H -0.9289 -4.1984 -3.9230
H -2.4327 -2.8264 -1.6290
H -1.8019 -2.0659 -3.0804
H -1.2629 -1.5416 -1.4757
C 2.7880 1.0837 -5.2844
C 2.3276 1.6128 -3.8766
O 2.8204 0.9011 -2.7490
C 2.9752 3.0260 -3.8445
F 2.2324 3.9602 -4.5896
F 2.9815 3.5593 -2.5959
F 4.2307 3.0636 -4.3351
C 0.7801 1.7567 -3.8478
F 0.2614 0.5290 -3.6366
F 0.2378 2.1541 -5.0373
F 0.2922 2.5632 -2.8830
H 3.8578 0.9237 -5.2844
H 2.4726 1.8628 -6.0757
H 2.2296 0.1756 -5.5745
C -7.0253 0.7093 -1.8702
C -5.7058 1.0539 -2.2150
C -4.6770 0.8441 -1.2727
C -4.9867 0.5580 0.0457
C -6.2989 0.3121 0.4206
C -7.3207 0.3828 -0.5755
As -3.3794 0.3785 1.3205
C -4.0823 -1.2992 2.1603
C -3.6731 -1.5469 3.4563
C -4.0264 -2.7080 4.1385
C -4.8347 -3.6407 3.4672
C -5.1942 -3.4147 2.1451
C -4.8402 -2.2732 1.5091
C -3.9802 1.6425 2.7272
C -3.1174 2.6625 3.0315
C -3.5381 3.6404 3.9198
C -4.7717 3.5349 4.5983
C -5.6523 2.5187 4.2061
C -5.2443 1.5523 3.3226
H -7.8145 0.5968 -2.6473
H -5.4923 1.5731 -3.1399
H -3.6467 0.9826 -1.6260
H -6.5984 0.1653 1.4785
H -8.3360 0.1114 -0.2950
H -3.0203 -0.8176 3.9405
H -3.5416 -2.8919 5.0761
H -5.2103 -4.4812 4.0046
H -5.7810 -4.1886 1.6263
H -5.1036 -2.1154 0.4619
H -2.1551 2.7144 2.4866
H -2.8803 4.4814 4.0901
H -5.0312 4.2553 5.3389
H -6.6939 2.4650 4.5328
H -5.7160 0.5592 3.2757


Record 3
8
Properties=species:S:1:pos:R:3 method="wB97M-V/def2-TZVPD" multiplicity=3 s2=2.02 e_above_lowest_kcal_mol=5.24 total_energy_ev=-18523.0295 total_charge=-1 lumo_energy_ev="3.81 / 2.95"
C -0.7776 -0.0586 0.0078
C 0.0294 0.9194 0.6022
N -0.8948 1.0260 -0.6572
O 3.5245 -1.3418 -0.2228
O 4.3456 0.7897 0.7460
S 3.4828 0.1324 -0.2580
H -1.1820 -1.0570 0.0027
H 1.1312 0.8698 0.4154